Record 1
{"formula": "C2H2AuFO2", "method": "ωB97M-V/def2-TZVPD", "homo_energy_ev": [-14.654, -17.187], "de_lowest_ev": 0.000, "s2": 3.768, "charge": 1, "orbital_gap_ha": [0.290, 0.305], "multiplicity": 4, "energy_ha": -462.84893, "lumo_ev": [-6.77, -8.88], "max_force_ev_per_a": 8.86, "elements": ["Au", "F", "O", "C", "C", "O", "H", "H"], "coordinates": [[-0.40677, -1.76264, -0.00487], [1.54435, -1.49111, 0.42012], [-0.61986, -0.39568, 1.23057], [0.05565, 0.55003, 0.64337], [-0.23363, 0.60938, -0.77544], [-0.62302, -0.49111, -1.34051], [0.32961, 1.46362, 1.18745], [-0.04633, 1.51752, -1.36070]], "lowdin_spin": [0.946, 0.450, 0.502, 0.306, 0.302, 0.461, 0.016, 0.018]}


Record 2
{"formula": "C3H9NO2", "method": "ωB97M-V/def2-TZVPD", "homo_energy_ev": -9.589, "de_lowest_ev": 1.039, "orbital_gap_ha": 0.375, "energy_ha": -324.93442, "lumo_ev": 0.62, "max_force_ev_per_a": 2.33, "smiles": "CC(N)=O.CO", "elements": ["C", "C", "N", "O", "H", "H", "H", "H", "H", "C", "O", "H", "H", "H", "H"], "coordinates": [[-1.01322, 0.21970, -1.61464], [0.13595, -0.79201, -1.40863], [0.98519, -0.39223, -0.43304], [0.29882, -1.73101, -2.15124], [-0.60657, 1.04642, -2.19639], [-1.51307, 0.55506, -0.70959], [-1.76230, -0.23082, -2.26543], [1.77430, -0.97928, -0.27434], [0.94528, 0.39032, 0.21356], [-0.81336, 1.16990, 2.36081], [0.60847, 0.88585, 2.36520], [-1.13722, 1.48297, 3.34774], [-1.27909, 0.19272, 2.20817], [-0.99413, 1.79407, 1.49360], [1.06941, 1.31321, 3.10644]], "nbo_charge": [-0.722, 0.681, -0.835, -0.613, 0.230, 0.210, 0.233, 0.390, 0.420, -0.258, -0.760, 0.184, 0.183, 0.178, 0.478]}


Record 3
{"formula": "C3H4O2S", "method": "ωB97M-V/def2-TZVPD", "homo_energy_ev": -10.013, "de_lowest_ev": 1.681, "orbital_gap_ha": 0.379, "energy_ha": -665.32384, "lumo_ev": 0.29, "max_force_ev_per_a": 2.02, "smiles": "O=C=CC=O.S", "elements": ["O", "C", "C", "C", "O", "H", "H", "S", "H", "H"], "coordinates": [[-0.01480, 0.84762, -1.70045], [0.80935, 0.23088, -1.18289], [1.91931, -0.30706, -0.72413], [3.27677, 0.26414, -0.89990], [4.24498, -0.24828, -0.39956], [1.79652, -1.21348, -0.24132], [3.18147, 1.11598, -1.61004], [-2.55458, -0.71035, 0.58365], [-2.34981, 0.32200, -0.31375], [-2.02828, 0.05033, 1.54828]], "nbo_charge": [-0.424, 0.781, -0.655, 0.427, -0.514, 0.269, 0.114, -0.297, 0.155, 0.143]}


Record 4
{"formula": "C2H5FN2", "method": "ωB97M-V/def2-TZVPD", "homo_energy_ev": -9.727, "de_lowest_ev": 2.298, "orbital_gap_ha": 0.382, "energy_ha": -288.48431, "lumo_ev": 0.68, "max_force_ev_per_a": 4.00, "smiles": "C=NN=C.F", "elements": ["C", "N", "N", "C", "H", "H", "H", "H", "F", "H"], "coordinates": [[0.13046, 0.52897, -1.72429], [-0.29966, 0.77657, -0.56085], [-0.15024, 0.08161, 0.56202], [-0.58576, -1.03725, 0.84429], [0.80190, -0.23533, -1.91706], [-0.11391, 1.23071, -2.52150], [-0.05745, -1.63216, 1.49628], [-1.32823, -1.61655, 0.23226], [0.27582, 1.97945, 2.62329], [-0.04856, 1.69382, 1.81685]], "nbo_charge": [-0.108, -0.231, -0.254, -0.082, 0.157, 0.191, 0.188, 0.149, -0.574, 0.563]}